Molecular formula: C4H5HoLiO2
Method: DFT, ωB97M-V/def2-TZVPD

Structure (XYZ):
```
13
Properties=species:S:1:pos:R:3
H 0.0386 0.0379 -1.0583
C -0.3256 -1.5562 0.9891
C -0.6978 -3.0071 0.7819
C -1.6143 -2.9726 -0.4495
C -1.8881 -1.5089 -0.7304
O -1.4601 -0.8957 0.4894
O 0.1793 -0.9755 1.9488
Li -1.1206 1.2082 0.8009
Ho -1.6915 0.1921 -2.6050
H -1.1644 -3.3867 1.6998
H 0.2375 -3.5629 0.6222
H -2.6076 -3.4317 -0.3056
H -1.1827 -3.5624 -1.2718
```

Expectation value of S²: 8.78
Net charge: +2
HOMO energy (spin up / spin down) (eV): -15.01 / -17.39
2S+1: 6
Molecular weight (g mol⁻¹): 257.0
ΔE to the lowest compared entry with this formula, charge and spin (kcal/mol): 67.9
Gap between HOMO and LUMO (spin up / spin down) (eV): 5.2 / 6.3

Here is what Löwdin gives for the atomic charges, in e:
1 H 0.022
2 C -0.420
3 C -0.042
4 C -0.182
5 C -0.269
6 O -0.275
7 O 0.139
8 Li 0.782
9 Ho 1.673
10 H 0.161
11 H 0.149
12 H 0.138
13 H 0.126

Molecular formula: C15H13N3O3S
Method: DFT, ωB97M-V/def2-TZVPD

Structure (XYZ):
```
35
Properties=species:S:1:pos:R:3
O -0.0889 -3.7505 2.4026
C -0.2031 -2.7572 1.7285
N -0.9377 -2.7918 0.5661
N -1.0920 -1.7263 -0.2137
C -1.7429 -1.8168 -1.3088
C -1.9111 -0.6789 -2.1674
C -1.4014 0.5330 -1.8852
C -1.5547 1.7022 -2.7255
C -2.7205 1.8863 -3.4786
C -2.9165 3.0134 -4.2497
C -1.9563 4.0161 -4.2874
C -0.7992 3.8706 -3.5511
C -0.5934 2.7270 -2.7862
N 0.6634 2.6297 -2.0932
O 1.0789 1.5286 -1.7956
O 1.2475 3.6676 -1.8574
H -0.0291 4.6273 -3.5620
H -2.1106 4.8994 -4.8865
H -3.8267 3.1187 -4.8207
H -3.4913 1.1331 -3.4289
H -0.8199 0.6275 -0.9800
H -2.4443 -0.8592 -3.0905
H -2.1853 -2.7656 -1.6334
H -1.3459 -3.6944 0.3028
C 0.3967 -1.3960 2.0281
C 1.2437 -1.4299 3.2515
C 0.8994 -1.1023 4.5253
C 1.9498 -1.2978 5.4505
C 3.0750 -1.7763 4.8649
S 2.8764 -2.0010 3.1729
H 4.0156 -2.0153 5.3199
H 1.8655 -1.0904 6.5023
H -0.0722 -0.7299 4.7983
H -0.4260 -0.6881 2.1527
H 0.9735 -1.0845 1.1541
```

Net charge: 0
HOMO energy (eV): -8.51
Molecular weight (g mol⁻¹): 315.4
ΔE to the lowest compared entry with this formula, charge and spin (kcal/mol): 88.0
Gap between HOMO and LUMO (eV): 7.7

Here is what Löwdin gives for the atomic charges, in e:
1 O 0.089
2 C -0.458
3 N 0.037
4 N 0.045
5 C -0.141
6 C -0.065
7 C -0.042
8 C -0.133
9 C -0.021
10 C -0.061
11 C -0.062
12 C 0.005
13 C -0.098
14 N -0.348
15 O 0.086
16 O 0.083
17 H 0.121
18 H 0.108
19 H 0.109
20 H 0.112
21 H 0.109
22 H 0.105
23 H 0.119
24 H 0.164
25 C -0.128
26 C -0.544
27 C -0.133
28 C -0.191
29 C -0.418
30 S 1.040
31 H 0.057
32 H 0.099
33 H 0.112
34 H 0.129
35 H 0.117

Molecular formula: C33H66O33
Method: DFT, ωB97M-V/def2-TZVPD

Structure (XYZ):
```
132
Properties=species:S:1:pos:R:3
C -2.4937 0.3073 -1.1803
O -1.4107 -0.0791 -0.2834
C -0.0847 0.2954 -0.3847
O 0.3376 1.2464 -1.0079
O 0.6223 -0.5239 0.4139
C 1.9820 -0.2354 0.4575
H -3.3413 0.7171 -0.6309
H -2.9404 -0.4736 -1.7958
H -1.9988 1.0905 -1.7546
H 2.1947 0.6165 1.1034
H 2.4682 -0.1987 -0.5174
H 2.4177 -1.0424 1.0466
C 11.3692 -5.7339 4.7424
O 12.3245 -4.7157 5.1180
C 11.8833 -3.5392 5.1506
O 12.4507 -2.5896 5.7227
O 10.7547 -3.3559 4.2183
C 10.1760 -2.0541 4.1315
H 11.5751 -6.6568 5.2845
H 11.4897 -6.0236 3.6985
H 10.3440 -5.5624 5.0707
H 10.7869 -1.4118 3.4973
H 9.8306 -1.6403 5.0790
H 9.2200 -2.1696 3.6208
C -5.9088 -2.3988 -8.7623
O -7.0884 -1.6111 -9.1205
C -7.3721 -1.3456 -10.4495
O -6.7340 -1.7435 -11.4172
O -8.5730 -0.6917 -10.5220
C -9.0603 -0.2428 -11.7162
H -4.9707 -1.9951 -9.1434
H -5.9016 -3.3524 -9.2903
H -5.8527 -2.4545 -7.6752
H -8.3550 0.5389 -11.9983
H -10.0519 0.0755 -11.3942
H -9.1912 -0.9739 -12.5140
C -0.5907 1.9204 6.7504
O 0.0399 2.4231 7.9256
C 0.4460 1.5526 8.8440
O 0.4159 0.2925 8.8143
O 0.9133 2.3571 9.8222
C 1.4050 1.8233 11.0263
H -0.6922 0.8386 6.6630
H 0.0508 2.1871 5.9105
H -1.5343 2.4566 6.6496
H 2.4170 1.4323 10.9210
H 0.6723 1.1141 11.4114
H 1.6006 2.6256 11.7378
C -11.1151 0.9658 -3.8553
O -12.3711 1.5593 -3.7706
C -13.4275 0.8604 -3.4186
O -13.3521 -0.3334 -3.2481
O -14.4667 1.6973 -3.1385
C -15.7320 1.1599 -2.8520
H -10.6548 0.8936 -2.8699
H -10.6123 1.6225 -4.5652
H -11.1778 0.0047 -4.3655
H -15.6758 0.6762 -1.8768
H -16.0141 0.4275 -3.6084
H -16.5651 1.8628 -2.8520
C -9.6241 -2.9210 1.4348
O -9.0506 -3.1240 0.1504
C -7.8881 -3.7843 -0.1140
O -7.4893 -3.8544 -1.3099
O -7.2428 -4.1024 1.0091
C -5.8429 -4.4476 0.8442
H -8.9140 -2.9929 2.2587
H -10.4245 -3.6289 1.6498
H -10.0900 -1.9385 1.5102
H -5.4008 -3.7773 0.1071
H -5.6875 -5.4616 0.4758
H -5.2567 -4.3437 1.7573
C -4.2401 5.9078 1.4447
O -5.2924 6.0408 2.4789
C -5.7833 4.8514 3.1014
O -5.4864 3.7240 2.8144
O -6.6138 5.3062 4.0139
C -7.3371 4.4927 4.8842
H -4.5154 5.1687 0.6923
H -3.3347 5.4627 1.8574
H -4.0096 6.8083 0.8754
H -7.9714 3.9475 4.1853
H -7.9526 5.1209 5.5281
H -6.8907 3.7015 5.4867
C 1.4073 4.7608 -6.4967
O 2.6196 4.9946 -7.1545
C 2.8685 6.1508 -7.8083
O 2.3021 7.2582 -7.6962
O 3.8732 5.9990 -8.6563
C 4.4488 7.1722 -9.2109
H 1.1416 3.7077 -6.5886
H 0.6002 5.3529 -6.9281
H 1.4073 4.9419 -5.4218
H 4.7842 7.8475 -8.4237
H 3.8704 7.7897 -9.8981
H 5.3333 6.8813 -9.7776
C 4.1855 -5.0059 6.3666
O 3.9246 -5.2193 5.0151
C 3.8908 -6.5379 4.6078
O 4.1203 -7.5042 5.3518
O 3.6449 -6.6771 3.3087
C 3.4861 -7.9360 2.7247
H 4.9508 -5.6327 6.8244
H 3.2546 -5.0797 6.9288
H 4.4270 -3.9519 6.5042
H 2.9224 -8.6784 3.2898
H 4.5069 -8.3116 2.6545
H 3.0275 -7.7871 1.7472
C 5.7863 4.6777 2.0859
O 7.0706 4.2274 2.5077
C 8.1074 4.3103 1.6196
O 8.0700 4.6634 0.5008
O 9.1880 4.0233 2.4167
C 10.5285 4.2049 2.0286
H 5.8010 5.7534 1.9108
H 5.0049 4.5312 2.8316
H 5.4993 4.1583 1.1716
H 10.7027 5.2280 2.3615
H 10.8464 4.0256 1.0015
H 11.1112 3.3701 2.4181
C 8.5693 -5.2289 -1.1370
O 8.7805 -3.8258 -1.0161
C 8.1544 -3.0313 -1.9209
O 7.2170 -3.3785 -2.6114
O 8.6590 -1.8643 -1.9882
C 8.0106 -0.8072 -2.7709
H 7.4931 -5.3910 -1.1962
H 8.9020 -5.7673 -0.2495
H 9.1183 -5.5682 -2.0154
H 7.5039 -1.0744 -3.6982
H 8.9354 -0.3994 -3.1789
H 7.4043 -0.0200 -2.3229
```

Net charge: 0
HOMO energy (eV): -10.62
Molecular weight (g mol⁻¹): 990.9
ΔE to the lowest compared entry with this formula, charge and spin (kcal/mol): 173.4
Gap between HOMO and LUMO (eV): 10.7

These are the Löwdin partial charges, in e, on atoms 1 to 99:
1 C -0.018
2 O -0.037
3 C -0.544
4 O 0.116
5 O 0.002
6 C -0.076
7 H 0.087
8 H 0.087
9 H 0.085
10 H 0.100
11 H 0.104
12 H 0.095
13 C -0.020
14 O 0.061
15 C -0.533
16 O 0.096
17 O -0.096
18 C -0.074
19 H 0.091
20 H 0.101
21 H 0.103
22 H 0.095
23 H 0.094
24 H 0.084
25 C -0.031
26 O -0.029
27 C -0.503
28 O 0.107
29 O -0.033
30 C -0.087
31 H 0.086
32 H 0.090
33 H 0.094
34 H 0.105
35 H 0.102
36 H 0.099
37 C -0.036
38 O 0.002
39 C -0.534
40 O 0.071
41 O -0.016
42 C -0.056
43 H 0.094
44 H 0.091
45 H 0.096
46 H 0.096
47 H 0.101
48 H 0.091
49 C -0.050
50 O -0.006
51 C -0.583
52 O 0.122
53 O -0.007
54 C -0.065
55 H 0.106
56 H 0.099
57 H 0.098
58 H 0.097
59 H 0.096
60 H 0.093
61 C -0.056
62 O -0.007
63 C -0.524
64 O 0.072
65 O -0.017
66 C -0.020
67 H 0.088
68 H 0.091
69 H 0.092
70 H 0.092
71 H 0.096
72 H 0.093
73 C -0.038
74 O -0.049
75 C -0.547
76 O 0.137
77 O 0.001
78 C -0.053
79 H 0.080
80 H 0.086
81 H 0.087
82 H 0.098
83 H 0.099
84 H 0.099
85 C -0.063
86 O 0.004
87 C -0.546
88 O 0.080
89 O 0.008
90 C -0.055
91 H 0.093
92 H 0.097
93 H 0.095
94 H 0.098
95 H 0.096
96 H 0.093
97 C -0.085
98 O -0.009
99 C -0.519